1.
A molecular structure, C32H27BF6N3O3V. Source: the Open Molecules 2025 dataset; level of theory: ωB97M-V with the def2-TZVPD basis set.

Structure (XYZ):
```
73
Properties=species:S:1:pos:R:3
V -0.07 0.09 0.88
C -1.67 4.04 0.67
C -1.04 2.84 0.32
N -0.83 1.88 1.19
C -1.20 2.06 2.48
C -1.87 3.23 2.92
C -2.10 4.24 1.96
C -2.26 3.29 4.28
C -1.99 2.23 5.10
C -1.32 1.08 4.66
C -0.87 0.98 3.35
N -0.13 0.01 2.70
C 0.50 -1.06 3.29
C 0.72 -1.37 4.62
C 1.37 -2.56 4.98
C 1.86 -3.44 4.05
C 1.76 -3.12 2.68
C 2.30 -3.89 1.63
C 2.15 -3.46 0.34
C 1.47 -2.26 0.08
N 0.93 -1.53 1.04
C 1.07 -1.94 2.32
H -1.81 4.80 -0.08
H -0.69 2.67 -0.69
H -2.59 5.15 2.26
H -2.75 4.18 4.64
H -2.29 2.28 6.14
H -1.20 0.28 5.37
H 0.41 -0.71 5.41
H 1.48 -2.79 6.03
H 2.34 -4.36 4.35
H 2.84 -4.80 1.86
H 2.55 -4.03 -0.49
H 1.36 -1.89 -0.93
C -3.21 0.37 -0.44
C -2.07 -0.56 -0.88
O -0.85 -0.08 -0.56
C -2.10 -0.80 -2.41
F -3.17 -1.47 -2.84
F -2.09 0.38 -3.05
F -1.01 -1.47 -2.79
C -2.23 -1.91 -0.13
F -3.38 -2.53 -0.34
F -1.24 -2.76 -0.41
F -2.14 -1.67 1.21
H -3.11 1.34 -0.92
H -3.15 0.49 0.64
H -4.18 -0.05 -0.70
C 7.31 3.22 4.83
C 6.85 1.98 4.07
C 7.89 1.67 2.97
C 6.78 0.81 5.06
C 5.49 2.16 3.41
C 4.78 3.36 3.50
C 3.53 3.54 2.92
C 2.99 2.47 2.25
O 1.77 2.33 1.63
B 1.72 1.03 1.17
O 2.89 0.37 1.47
C 3.68 1.26 2.15
C 4.93 1.09 2.71
H 8.28 3.04 5.28
H 6.62 3.47 5.63
H 7.42 4.08 4.16
H 8.88 1.58 3.40
H 7.91 2.48 2.24
H 7.65 0.75 2.45
H 7.73 0.69 5.58
H 6.55 -0.13 4.57
H 6.01 1.00 5.81
H 5.20 4.19 4.04
H 3.01 4.48 3.01
H 5.44 0.15 2.61
```

Calculated values
Multiplicity: 2
Net charge: +1
Strongest force on any atom (Eh/bohr): 0.0789
Kohn-Sham gap (alpha / beta) (eV): 6.922 / 6.908
<S²>: 0.761
ΔE to the lowest compared entry with this formula, charge and spin (kcal per mole): 26.7

2.
A molecular structure, C32H27BaClN4O5S. Source: the Open Molecules 2025 dataset; level of theory: ωB97M-V with the def2-TZVPD basis set.

Structure (XYZ):
```
71
Properties=species:S:1:pos:R:3
Ba -0.41 -0.86 -0.08
O 3.78 0.19 0.94
S 2.54 -0.50 1.24
O 2.08 -1.47 0.26
N 1.29 0.41 1.49
C 1.17 1.31 2.49
C 2.12 1.64 3.44
C 1.83 2.56 4.46
C 0.62 3.18 4.56
C -0.38 2.90 3.58
C -1.64 3.52 3.59
C -2.54 3.23 2.60
C -2.16 2.31 1.60
N -1.01 1.70 1.58
C -0.11 1.98 2.55
C 2.86 -1.43 2.74
C 4.11 -1.42 3.32
C 4.33 -2.15 4.48
C 3.30 -2.87 5.05
C 2.04 -2.88 4.46
C 1.82 -2.16 3.30
H 3.10 1.20 3.40
H 2.60 2.78 5.19
H 0.39 3.89 5.35
H -1.88 4.23 4.37
H -3.52 3.69 2.56
H -2.85 2.07 0.79
H 4.90 -0.84 2.86
H 5.31 -2.14 4.95
H 3.47 -3.44 5.96
H 1.22 -3.44 4.89
H 0.84 -2.16 2.83
Cl -5.88 4.09 -4.07
C -4.47 3.35 -3.33
C -3.21 3.93 -3.53
C -2.09 3.38 -2.97
C -2.14 2.18 -2.14
O -1.10 1.71 -1.64
C -3.46 1.62 -1.98
C -3.67 0.44 -1.19
O -2.79 -0.19 -0.61
C -4.59 2.22 -2.57
H -3.13 4.83 -4.13
H -1.12 3.83 -3.12
H -4.73 0.11 -1.09
H -5.56 1.76 -2.42
C 1.71 1.02 -2.61
N 1.38 -0.40 -2.64
C 2.58 -1.20 -2.80
C 0.41 -0.69 -3.69
C -0.13 -2.10 -3.63
C -0.07 -2.88 -4.78
C -0.59 -4.16 -4.80
C -1.17 -4.66 -3.64
C -1.21 -3.86 -2.49
C -0.71 -2.55 -2.42
H 2.19 1.35 -3.55
H 2.40 1.21 -1.79
H 0.80 1.60 -2.47
H 3.09 -0.97 -3.76
H 2.31 -2.25 -2.80
H 3.26 -1.01 -1.97
H 0.86 -0.50 -4.68
H -0.41 0.03 -3.57
H 0.39 -2.47 -5.68
H -0.54 -4.77 -5.70
H -1.58 -5.66 -3.62
H -1.67 -4.30 -1.61
O -1.76 -3.73 3.84
C -1.54 -3.03 2.88
N -1.31 -2.34 1.95
```

Calculated values
Net charge: -2
Strongest force on any atom (Eh/bohr): 0.0263
Kohn-Sham gap (eV): 5.591
ΔE to the lowest compared entry with this formula, charge and spin (kcal per mole): 12.3

3.
A molecular structure, C32H27BrClN2O2Os. Source: the Open Molecules 2025 dataset; level of theory: ωB97M-V with the def2-TZVPD basis set.

Structure (XYZ):
```
66
Properties=species:S:1:pos:R:3
Os -0.07 0.14 0.50
Br -0.36 0.04 3.05
C -1.41 -1.56 3.01
C -1.93 -2.04 4.18
C -2.68 -3.22 4.13
C -2.86 -3.88 2.95
C -2.30 -3.38 1.75
C -2.47 -4.06 0.52
C -1.91 -3.59 -0.63
C -1.16 -2.40 -0.61
C -1.00 -1.65 0.54
C -1.55 -2.17 1.76
H -1.77 -1.52 5.11
H -3.11 -3.62 5.05
H -3.43 -4.79 2.91
H -3.04 -4.98 0.52
H -2.03 -4.13 -1.56
H -0.71 -2.08 -1.54
C 2.33 -1.59 0.17
C 2.76 -0.76 -1.04
C 1.95 -1.05 -2.27
C 2.45 -1.95 -3.20
C 1.74 -2.27 -4.35
C 0.52 -1.67 -4.58
C -0.04 -0.76 -3.68
C -1.43 -0.27 -4.01
C -2.53 -1.26 -3.61
C 0.71 -0.45 -2.53
N 0.13 0.43 -1.54
C -0.34 1.57 -1.89
C -1.18 2.23 -0.92
C -1.84 3.41 -0.80
C -2.49 3.41 0.47
C -2.18 2.24 1.10
N -1.38 1.48 0.26
H 2.93 -1.37 1.04
H 2.33 -2.66 -0.05
H 1.26 -1.48 0.50
H 3.80 -1.01 -1.23
H 2.74 0.30 -0.79
H 3.41 -2.41 -3.02
H 2.14 -2.97 -5.06
H -0.04 -1.91 -5.47
H -1.46 -0.11 -5.09
H -1.66 0.70 -3.58
H -2.21 -2.29 -3.77
H -3.43 -1.10 -4.21
H -2.81 -1.15 -2.56
H -0.14 1.98 -2.87
H -1.86 4.19 -1.54
H -3.13 4.18 0.87
H -2.50 1.88 2.06
Cl 2.65 7.03 3.77
C 2.59 5.41 3.18
C 3.52 4.48 3.63
C 3.47 3.19 3.15
C 2.49 2.82 2.23
C 1.57 3.76 1.78
C 1.61 5.06 2.25
C 2.46 1.41 1.77
O 3.20 0.54 2.17
O 1.53 1.20 0.83
H 4.27 4.78 4.35
H 4.18 2.45 3.49
H 0.82 3.48 1.05
H 0.90 5.80 1.92
```

Calculated values
Net charge: +1
Strongest force on any atom (Eh/bohr): 0.0137
Kohn-Sham gap (alpha / beta) (eV): 6.454 / 6.453
ΔE to the lowest compared entry with this formula, charge and spin (kcal per mole): 18.7